Density functional theory data (ωB97M-V/def2-TZVPD) for a molecular structure, C5H10N3S at a distorted geometry.

Structure (XYZ):
```
19
Properties=species:S:1:pos:R:3:forces:R:3
C 1.7231 -1.1637 -0.2813 2.456 -2.062 0.685
C 1.2773 -1.0921 1.1287 -0.245 0.384 2.614
C 0.1337 -0.2365 1.6781 0.349 -2.452 -0.560
C -0.8153 0.1078 0.5316 -2.184 -1.335 0.740
C -0.1514 0.5758 -0.7045 3.470 0.187 -0.424
N 1.2722 -0.5824 -1.2825 -3.475 2.972 -0.118
N 1.9885 -1.7243 1.9470 1.970 -1.255 -1.746
N -1.0823 0.7425 -1.9060 3.902 -3.628 -1.021
S 0.4578 2.2346 -0.3695 0.411 0.302 0.084
H 2.7085 -1.8713 -0.4156 -2.484 1.644 0.183
H -0.3257 -0.9020 2.5466 0.529 1.807 -1.968
H 0.5931 0.6607 2.0604 -0.109 0.363 0.357
H -1.3371 -0.7876 0.1189 -0.238 0.144 1.191
H -1.5203 0.7888 1.0936 0.103 -0.246 -1.638
H 1.8868 -1.7446 2.9383 -0.896 0.472 0.654
H -0.4824 0.8538 -2.7694 -0.431 0.835 1.159
H -1.5854 1.5447 -1.6528 -2.021 1.144 -0.433
H -1.4385 -0.2005 -2.1388 -1.381 0.756 0.585
H 1.7178 2.0767 -0.7611 0.271 -0.031 -0.344
```
Forces are in eV/Å.

As for the charge: +1. The energy comes out at -20642.48532 eV. For the molar mass, the calculation gives 144.2 g mol⁻¹. For the lowest unoccupied orbital energy, the calculation gives -3.6 eV. The calculation puts the energy relative to the best compared isomer or geometry (same formula, charge and spin) at 77.95 kcal per mole.

Atom charges from the Löwdin analysis, given in e for atoms 1 to 6: -0.18, -0.36, -0.14, -0.27, -0.67, 0.16